C21H20ClFN2O3S | ωB97M-V/def2-TZVPD

Each line ends with the Löwdin charge.
Positions of all 49 atoms, in Å:
O  1.269  -3.653  0.315  0.0752
C  0.509  -2.795  -0.089  -0.4592
N  -0.723  -2.587  0.431  0.0779
C  -1.195  -3.269  1.609  -0.1064
C  -1.352  -2.295  2.797  -0.3308
C  -0.004  -1.740  3.264  -0.1175
C  0.473  -2.837  4.218  -0.1404
C  -0.840  -3.453  4.729  -0.1819
O  -1.896  -2.952  3.920  -0.0996
C  0.862  -1.878  -1.216  -0.1173
C  1.592  -2.361  -2.297  -0.0079
C  1.973  -1.501  -3.306  -0.0812
C  1.627  -0.157  -3.255  -0.4628
C  0.869  0.340  -2.188  -0.1896
C  0.516  -0.534  -1.167  0.0494
N  0.402  1.664  -2.165  0.0053
C  -0.881  1.934  -1.531  -0.0964
C  -0.782  2.113  -0.038  -0.2274
C  0.171  2.979  0.489  0.0000
C  0.309  3.166  1.851  0.0148
C  -0.535  2.474  2.701  -0.2713
F  -0.415  2.633  4.030  0.0724
C  -1.508  1.615  2.223  -0.0317
C  -1.620  1.443  0.853  -0.5886
Cl  -2.842  0.353  0.277  0.7549
C  1.023  2.703  -2.793  -0.5111
O  0.547  3.818  -2.829  0.0727
C  2.357  2.374  -3.421  -0.3456
S  2.175  0.940  -4.520  0.9851
H  -1.319  -1.872  0.043  0.0880
H  -2.162  -3.742  1.413  0.1330
H  -0.462  -4.041  1.848  0.1263
H  -2.061  -1.509  2.513  0.1189
H  -0.151  -0.802  3.799  0.1105
H  0.685  -1.575  2.438  0.1114
H  1.062  -3.576  3.676  0.1088
H  1.078  -2.443  5.031  0.1092
H  -1.059  -3.161  5.761  0.1174
H  -0.823  -4.548  4.675  0.1182
H  1.866  -3.404  -2.323  0.1223
H  2.548  -1.855  -4.147  0.1071
H  -0.005  -0.152  -0.305  0.0965
H  -1.244  2.870  -1.974  0.1402
H  -1.573  1.127  -1.780  0.1015
H  0.807  3.524  -0.191  0.1190
H  1.049  3.836  2.255  0.1224
H  -2.160  1.098  2.908  0.1196
H  2.695  3.217  -4.019  0.0898
H  3.102  2.129  -2.661  0.0991

Forces on the atoms, in the same order (eV/Å):
0.239 -0.187 0.019
-0.192 0.130 -0.107
-0.284 0.154 0.098
-0.153 -0.018 0.457
0.210 0.125 -0.428
-0.225 -0.074 0.017
-0.110 -0.061 -0.035
0.176 -0.174 0.351
-0.201 -0.018 -0.105
0.206 0.187 -0.234
-0.099 -0.040 0.148
-0.084 0.074 0.105
0.065 0.281 -0.039
0.233 -0.509 -0.168
0.035 -0.146 -0.042
-0.247 -0.026 0.126
-0.270 0.218 -0.103
-0.181 -0.105 0.008
-0.138 -0.116 0.091
-0.060 -0.047 0.164
-0.070 -0.093 -0.257
-0.005 0.003 -0.038
0.105 0.085 0.187
0.295 0.340 0.038
-0.173 -0.109 -0.026
0.384 0.161 -0.267
0.013 0.259 0.034
0.059 -0.270 -0.252
-0.100 0.126 0.139
0.123 -0.038 -0.107
0.105 -0.019 0.036
-0.113 -0.006 -0.011
0.085 -0.019 0.004
-0.006 0.046 -0.034
0.053 0.077 -0.020
0.043 -0.003 0.023
0.056 -0.027 0.003
0.043 -0.076 -0.074
0.011 0.097 0.041
0.049 -0.111 0.014
0.105 -0.074 -0.067
-0.062 -0.002 0.090
-0.017 -0.267 0.054
0.123 0.130 -0.016
0.089 0.060 -0.083
0.074 0.070 0.069
-0.061 -0.061 0.069
-0.089 -0.009 0.110
-0.039 0.085 0.017

Values from the calculation:
highest occupied orbital energy = -8.69 eV
structure (SMILES) = O=C(NC[C@@H]1CCCO1)c1ccc2c(c1)N(Cc1ccc(F)cc1Cl)C(=O)CS2
frontier orbital gap = 0.3358 hartree
relative energy (zero: lowest compared OMol25 entry of this formula, charge and spin) = 0.91 kcal/mol
LUMO energy = 0.0164 Ha
F_max = 0.0114 hartree/bohr